Entry 1:
Here is 2 unconnected molecules or ions with the total composition C4H4O2S at a distorted geometry from the OMol25 dataset. Energies are from wB97M-V/def2-TZVPD.

**HOMO**: -10.5 eV
**Kohn-Sham gap**: 0.3026 hartree
**Lowest unoccupied orbital energy**: -2.2467 eV
**DFT total energy**: -19135.95790 eV

Each line ends with the natural charge from an NBO analysis.
CARTESIAN COORDINATES (ANGSTROEM)
C 0.43094 -1.94475 2.55896  -0.381
C 0.11177 -1.12160 1.76935  -0.233
C 0.26463 0.38098 -2.07529  -0.305
C -0.65454 0.31996 -1.11001  -0.459
O 1.05554 1.74545 0.32670  -0.837
O -1.44152 1.72635 0.86226  -0.822
S -0.21076 1.05491 0.48635  2.072
H 0.85370 -2.80013 3.15052  0.249
H 0.07875 0.01540 -3.02491  0.222
H 1.11350 0.92421 -1.73876  0.231
H -1.60201 -0.30079 -1.20518  0.262



Entry 2:
Here is C5H5N3O2 in the gas phase at a distorted geometry from the OMol25 dataset. Energies are from wB97M-V/def2-TZVPD.

**HOMO**: -8.3 eV
**Kohn-Sham gap**: 0.3247 hartree
**Lowest unoccupied orbital energy**: 0.5403 eV
**DFT total energy**: -13827.36203 eV
**SMILES**: O=C=NCn1ccc[n+]1[O-]

Each line ends with the natural charge from an NBO analysis.
CARTESIAN COORDINATES (ANGSTROEM)
O -0.28685 -1.95945 2.67711  -0.501
C -0.66906 -1.77733 1.60252  0.862
N -1.31702 -1.50252 0.64814  -0.546
C -1.23138 -0.90493 -0.62485  -0.043
N -0.15395 0.02372 -0.56136  -0.165
C 1.17902 -0.13756 -0.70467  -0.070
C 1.75821 1.01903 -0.26681  -0.297
C 0.72662 1.88759 0.08088  -0.115
N -0.42932 1.21945 -0.13651  0.273
O -1.63141 1.56029 -0.11607  -0.562
H -2.07984 -0.37383 -0.87838  0.259
H -1.07360 -1.76489 -1.45706  0.210
H 1.71421 -0.92650 -1.00971  0.221
H 2.77901 0.89785 0.04653  0.240
H 0.71535 2.73908 0.70025  0.234



Which of these has the highest DFT total energy? C5H5N3O2